ORCA calculation (ωB97M-V/def2-TZVPD) on a molecular structure, C31H46FeN4P2Si at a distorted geometry.

Properties
Relative energy (zero: lowest compared OMol25 entry of this formula, charge and spin), kcal per mole: 21.8
Expectation value of S²: 6.11
Multiplicity: 5
Kohn-Sham gap (alpha / beta), eV: 4.13 / 4.06

The geometry in XYZ format:
```
85
Properties=species:S:1:pos:R:3:forces:R:3:mulliken_charge:R:1
Fe -0.3049 1.3573 -1.7162 0.50 -0.63 1.18 0.18
C -1.2069 1.3262 -3.4351 -1.71 -0.98 -0.79 -1.16
C -1.0396 -0.0423 -3.3714 -1.20 -0.05 -0.39 0.21
C -0.2960 -0.8539 -4.4184 -0.12 -0.10 -0.17 -1.27
C 1.0835 -0.2825 -4.8124 0.04 -0.66 -0.79 -0.97
C 1.7885 0.3227 -3.6585 1.57 0.21 -0.27 -0.43
C 1.4985 1.5187 -3.0462 1.71 -0.39 0.25 0.31
C 0.7798 2.6555 -3.6876 -0.49 -0.09 -0.85 -0.57
C -0.4989 2.1816 -4.4054 0.31 0.54 -0.24 -1.20
C 1.4031 0.5184 1.5653 0.22 -0.76 -0.17 -2.14
H -2.0198 1.7834 -2.8272 0.24 -0.35 -0.83 0.75
H -1.7997 -0.6105 -2.8258 0.21 0.34 -0.23 1.45
H -0.9250 -0.9759 -5.3262 0.18 0.29 0.38 0.39
H -0.1488 -1.8952 -4.0981 -0.04 0.24 0.30 0.28
H 1.6898 -1.1066 -5.2121 -0.09 0.05 0.22 0.49
H 0.9942 0.3740 -5.6836 -0.03 0.16 0.26 0.34
H 2.7520 -0.1831 -3.4274 -0.86 0.36 0.36 0.21
H 2.1759 1.8372 -2.2491 0.04 -0.11 -0.58 0.04
H 1.3971 3.2323 -4.3895 0.19 -0.11 0.23 0.46
H 0.5323 3.2992 -2.8600 -0.42 0.95 0.22 0.25
H -1.1268 3.0111 -4.6828 -0.19 0.56 -0.04 0.47
H -0.2747 1.6685 -5.3413 -0.02 0.08 0.25 0.31
H 0.6142 1.1124 1.1886 -0.91 0.84 -0.08 0.42
H 2.1681 1.1344 2.0594 0.12 -0.27 -0.63 0.75
H 0.9480 -0.0585 2.3497 -0.43 -0.50 0.09 0.30
P 2.0219 -0.5252 0.1969 -0.43 3.88 1.13 0.91
P -1.5044 -0.9262 0.0275 -0.72 1.74 0.92 0.17
N 3.2102 0.6729 -0.3588 0.35 -1.13 -0.77 0.66
N 2.8005 -1.6865 1.0372 0.45 -2.01 0.57 0.69
N -2.7687 0.3897 -0.6815 1.36 1.49 0.24 0.40
N -2.7073 -2.0224 0.6072 -0.80 -0.76 0.40 0.56
C 1.1524 -1.4027 -1.1195 -1.69 -0.25 -0.64 2.57
C -0.3535 -1.9437 -1.0270 -0.26 -0.86 -1.29 -1.34
C 3.2307 2.0835 -0.2371 0.91 -0.14 -0.19 -0.77
C 4.3109 2.5708 -0.9716 -0.82 -1.23 0.56 -0.66
C 4.9671 1.4430 -1.5725 -0.81 -0.77 0.47 -0.65
C 4.2786 0.3017 -1.1852 0.15 1.40 0.13 -0.65
C 3.7806 -1.4245 2.0013 0.30 -0.71 -0.47 -0.56
C 4.5687 -2.5433 2.0950 -0.44 0.65 0.00 -0.67
C 4.0037 -3.5673 1.2610 -0.66 -0.08 -0.41 -0.67
C 2.8689 -3.0571 0.6789 0.85 0.32 -0.04 -0.32
C -2.2601 1.7681 -0.4624 -1.74 -0.94 -0.61 -0.17
C -3.2180 2.6578 -1.0671 1.08 -1.66 1.06 -0.98
C -4.2468 1.8739 -1.5954 0.25 -0.82 0.05 -0.68
C -3.9399 0.5143 -1.3640 0.92 1.18 0.38 -0.15
C -3.9151 -2.5535 0.0852 0.50 -0.23 0.64 -0.48
C -4.5308 -3.3047 1.0711 0.69 0.67 -0.20 -0.65
C -3.7269 -3.2066 2.2626 0.41 0.36 -0.82 -0.68
C -2.6349 -2.4277 1.9558 -0.69 -0.29 -0.49 -0.49
H 1.7189 -2.2670 -1.4711 0.38 -0.01 0.36 1.44
H 1.1972 -0.7342 -1.9819 0.00 0.33 0.01 -3.61
H -0.7635 -2.0755 -2.0647 0.89 0.05 0.80 0.67
H -0.3232 -2.9852 -0.6271 -0.28 0.73 0.20 0.47
H 2.5556 2.6039 0.4337 0.02 -0.20 -0.39 0.42
H 4.6410 3.5982 -1.0553 -0.25 -0.13 0.12 0.47
H 5.8455 1.4685 -2.1999 -0.06 -0.03 0.08 0.46
H 4.4914 -0.7425 -1.3252 0.04 -0.13 -0.23 0.48
H 3.7334 -0.4809 2.5284 0.47 -0.14 -0.19 0.40
H 5.4513 -2.6192 2.7036 0.00 -0.12 0.14 0.47
H 4.3975 -4.5698 1.0838 -0.28 0.37 0.36 0.45
H 2.0395 -3.5012 0.1151 0.87 0.16 0.19 0.38
H -1.7771 1.9087 0.5099 0.49 0.02 -0.31 -0.40
H -3.1266 3.7355 -1.1093 -0.10 -0.14 0.25 0.50
H -5.1520 2.2353 -2.0652 0.15 -0.13 -0.08 0.44
H -4.4959 -0.3370 -1.6372 -0.51 -0.70 -0.40 0.33
H -4.2280 -2.3176 -0.9265 0.17 -0.24 0.26 0.39
H -5.4587 -3.8602 0.9887 0.17 0.25 -0.13 0.43
H -3.9563 -3.6341 3.2290 0.11 0.06 -0.15 0.44
H -1.8372 -2.0678 2.5804 0.08 0.02 0.04 0.59
C -0.2186 -0.7220 5.0039 0.01 0.26 0.17 -1.09
Si -1.2129 0.8118 4.4983 -0.84 -0.42 -2.74 0.24
C -2.8882 0.5180 5.2605 0.15 0.28 0.99 -1.15
C -0.3656 2.3221 5.2337 -0.09 0.02 0.31 -1.08
C -1.5525 0.8574 2.6889 1.19 0.11 0.69 -0.59
H -0.1035 -0.6276 6.0928 0.17 -0.37 -0.12 0.39
H 0.7709 -0.8050 4.5380 -0.09 0.04 0.15 0.25
H -0.7900 -1.6303 4.7799 0.09 0.08 0.11 0.29
H -2.7368 0.5269 6.3450 -0.67 -0.16 0.27 0.28
H -3.5834 1.3063 4.9471 0.13 -0.17 0.19 0.30
H -3.2758 -0.4483 4.9174 0.09 0.16 0.12 0.25
H 0.7097 2.3704 5.0075 -0.28 -0.07 0.05 0.28
H -0.8305 3.2550 4.8875 0.07 -0.20 0.10 0.32
H -0.4959 2.2443 6.3266 0.18 0.25 -0.23 0.25
H -1.8933 -0.0410 2.1852 -0.06 0.02 0.47 0.03
H -2.0576 1.6952 2.2527 -0.43 0.72 0.21 0.55
```
Positions in Å, forces in eV/Å.